1.
15
Properties=species:S:1:pos:R:3:forces:R:3 method="wB97M-V/def2-TZVPD" homo_lumo_gap_ev=7.550 relative_energy_kj_mol=416.32 e_tot_ev=-10879.3025 homo_energy_ev=-6.890 multiplicity=1
O 4.0499 -0.5166 -0.0962 0.953 -1.635 0.490
O 3.5321 1.6716 -0.5038 -0.124 2.067 -0.201
N 0.2022 -0.3629 -0.5991 2.243 -3.120 -1.450
C 1.3036 0.1061 0.2683 1.024 -0.035 2.826
C 0.9425 -0.9831 1.2530 2.269 2.315 0.140
C -1.0267 0.2626 -0.8370 -2.630 -0.380 1.523
C 3.6993 0.5656 -0.2468 -0.167 -0.514 -0.483
C 0.0073 -1.4251 0.4407 -1.382 -1.938 -1.678
H 1.4059 -1.2971 2.2198 -0.732 0.253 -1.124
H -0.9737 0.8548 -1.6759 0.051 2.090 -1.535
H -0.5780 -2.3184 0.2299 0.163 0.213 0.098
H -1.3110 0.7173 0.1208 -0.003 0.551 -0.547
H 0.7777 -0.6093 -1.5027 -1.847 -0.069 1.987
H 1.3595 1.1496 0.5489 -0.561 0.185 -0.076
H -1.8501 -0.4572 -1.0429 0.741 0.015 0.028


2.
15
Properties=species:S:1:pos:R:3:forces:R:3 method="wB97M-V/def2-TZVPD" homo_lumo_gap_ev=9.240 relative_energy_kj_mol=568.85 e_tot_ev=-10877.7216 homo_energy_ev=-8.558 multiplicity=1
O -0.5848 1.4045 1.4985 -2.802 -0.231 2.052
O 0.7083 -0.5276 1.2872 -0.536 -1.226 2.579
N -1.6575 -0.8790 0.4558 1.586 -2.646 -2.342
C 0.6957 -0.0317 -0.0004 -4.640 0.862 4.073
C -0.2023 1.1983 0.2266 -0.153 -1.583 -3.809
C -0.7830 -0.0970 -0.4816 0.836 0.896 0.541
C 1.7395 -0.1440 -0.8791 2.699 -0.734 -1.892
C 2.6066 -0.3935 -1.6880 0.798 1.015 -1.287
H 0.0491 2.0549 -0.3226 -0.143 1.193 -0.649
H -2.4514 -1.2565 -0.1245 0.872 0.718 0.859
H 3.3859 -0.3146 -2.5116 -1.501 -0.448 1.805
H -1.4618 0.9000 1.6462 0.999 1.214 -0.631
H -1.0051 -1.7806 0.5833 -1.976 2.349 0.307
H -0.8447 -0.1774 -1.5837 -0.578 0.333 0.848
H -0.1944 0.0441 1.8940 4.538 -1.712 -2.454


3.
15
Properties=species:S:1:pos:R:3:forces:R:3 method="wB97M-V/def2-TZVPD" homo_lumo_gap_ev=10.408 relative_energy_kj_mol=497.44 e_tot_ev=-10878.4618 homo_energy_ev=-9.808 multiplicity=1
O 3.4123 -0.4875 -0.0005 1.094 -0.871 0.227
O 2.2498 1.2568 -0.2727 -0.335 1.890 -0.308
N 2.3661 0.1047 0.0057 0.741 -0.923 -0.214
C 0.0503 0.2702 1.0250 0.507 -1.846 4.143
C -2.1564 0.3796 -0.5771 -1.517 1.264 3.911
C 1.1650 -0.6471 0.2870 -3.336 -1.204 0.799
C -0.7946 0.1075 -0.1499 0.118 0.207 -1.725
C 0.1062 -0.5590 -0.8159 0.618 -1.448 -2.212
H -0.3968 -0.1952 2.0190 0.926 0.556 -1.859
H -2.7713 -0.3936 -0.1020 -0.202 0.170 0.452
H -0.0780 -0.9638 -1.8393 0.979 0.040 0.855
H -2.4711 1.3536 -0.1095 -0.091 -0.809 -0.688
H -2.5050 0.3000 -1.5494 0.455 0.169 -2.310
H 1.3081 -1.7061 0.7179 0.371 1.991 -0.682
H 0.5155 1.1799 1.3616 -0.328 0.814 -0.390